Molecular formula: C45H67BN10O
Method: DFT, wB97M-V/def2-TZVPD

The geometry in XYZ format:
```
124
C45H67BN10O (wB97M-V/def2-TZVPD)
C 23.0700 6.5820 31.8350
C 23.9090 7.5850 31.0800
C 25.4050 7.1660 31.3780
C 26.4190 7.4210 30.1460
C 25.7300 6.9930 28.8930
C 24.4910 7.7290 28.5120
N 23.5800 7.6320 29.6280
O 22.3280 7.6890 29.4540
C 23.8650 7.0840 27.2370
C 24.8520 9.1660 28.2410
C 23.7480 8.8870 31.7320
H 23.2930 6.5210 32.8530
H 23.2060 5.6580 31.3390
H 21.9090 6.6600 31.9550
H 25.4420 6.0820 31.7520
H 26.0190 7.4320 32.1860
H 27.0920 6.9180 30.3650
H 26.8870 8.3980 29.8590
H 25.4590 5.9830 29.1650
H 26.4520 6.9370 28.1040
H 22.9880 7.5260 26.8600
H 23.5520 6.0500 27.3300
H 24.5860 6.9160 26.5250
H 24.1040 9.6880 27.8230
H 25.5870 9.2420 27.4730
H 25.0530 9.9300 28.9830
H 22.7190 9.0390 31.7140
H 24.4480 9.7010 31.2790
H 23.9800 8.7300 32.7970
B 26.9030 3.0170 30.1510
H 26.8480 2.0830 29.3820
H 27.3380 2.6450 31.1310
H 27.6270 4.0310 29.6600
H 25.7160 3.3230 30.2250
N 26.0540 -1.5570 30.1550
C 27.1890 -1.0340 29.8070
C 27.8920 -2.0370 28.9060
C 27.0990 -3.3490 29.1010
C 25.8860 -2.8920 29.7230
H 25.3330 -0.9210 30.4790
H 27.3910 -0.0160 30.1560
H 28.9480 -2.0030 28.5410
H 26.9200 -4.3380 28.6490
H 24.9220 -3.5240 30.1290
N 31.3150 1.3620 34.6750
C 30.3730 2.4290 34.2510
C 30.4180 2.4000 32.7990
C 31.6570 1.7600 32.4440
C 32.1690 1.0180 33.6090
H 31.4800 0.9890 35.6960
H 29.8130 2.8860 35.0100
H 29.6100 2.7070 32.0940
H 31.9960 1.5850 31.5550
H 33.0670 0.5680 33.9060
N 29.7760 -0.6220 33.5630
C 28.5700 -0.6450 32.9240
C 28.1800 -2.0950 32.7430
C 29.4130 -2.7630 33.2980
C 30.4140 -1.9120 33.8440
H 30.2410 0.2660 33.6440
H 28.0620 0.2510 32.7120
H 27.2740 -2.4850 32.4200
H 29.7540 -3.7310 33.1210
H 31.3570 -1.8980 34.3750
N 27.4960 2.9040 24.7670
C 27.5330 3.3490 23.4020
C 26.9400 4.7690 23.4650
C 26.8350 5.0840 24.9440
C 27.0800 3.8230 25.7230
H 28.0040 2.0950 25.0270
H 27.9350 2.7240 22.6700
H 26.8540 5.3620 22.6830
H 26.5920 6.0880 25.2200
H 27.1400 3.7520 26.8040
N 24.9700 1.3440 31.2280
C 25.2470 0.8360 32.5050
C 24.4580 -0.4280 32.5630
C 23.4330 -0.3110 31.3720
C 23.8070 0.8710 30.6170
H 25.3990 2.1390 30.8560
H 26.1990 1.3000 33.2380
H 24.4800 -1.1800 33.2330
H 22.7440 -1.2040 31.2950
H 23.4060 1.3490 29.8040
N 31.7410 6.8110 30.3540
C 32.2490 7.9560 30.8930
C 31.0980 8.5520 31.6450
C 29.8310 7.7030 31.4250
C 30.4540 6.5370 30.6340
H 32.3630 6.0920 29.6940
H 33.2440 8.2880 30.7020
H 31.0890 9.5250 32.2010
H 28.7340 7.6760 31.6400
H 29.8570 5.6380 30.1890
N 28.7510 1.2010 25.9470
C 29.0570 1.0300 24.5720
C 27.8420 0.2600 23.9170
C 26.8850 0.1860 25.2050
C 27.5570 0.6760 26.3840
H 29.4410 1.7400 26.6490
H 29.8370 1.2610 23.9090
H 27.3670 -0.1000 22.9490
H 25.9670 -0.2130 25.1360
H 27.2620 0.7960 27.4540
N 29.7830 2.3100 28.2950
C 30.5130 1.2730 28.8330
C 31.5840 0.8080 27.8230
C 31.4630 1.8880 26.7260
C 30.2750 2.8610 27.1150
H 28.9710 2.6070 28.7120
H 30.2240 0.7710 29.7800
H 32.3710 0.0800 27.8910
H 32.2180 2.1050 25.9330
H 29.7720 3.6510 26.5620
N 26.9860 4.5650 33.2850
C 25.7300 4.4450 33.8140
C 25.6260 5.3900 34.9270
C 26.8500 6.2590 34.8730
C 27.7080 5.6640 33.7940
H 27.2400 4.0370 32.5400
H 25.1210 3.6170 33.5190
H 24.6840 5.4580 35.6790
H 27.1240 7.1120 35.5080
H 28.5960 6.0870 33.4050
```

The total energy comes out at -2401.4513 Eh. The HOMO energy comes out at -6.63 eV. As for the net charge: 0. As for the energy above the lowest of the compared OMol25 structures with the same formula, charge and spin: 80.0 kcal per mole. As for the HOMO-LUMO gap: 2.3 eV.